--- P ---
This record from OMol25 describes a cluster of 2 separate species, C3H5F2N in total. The level of theory is the ωB97M-V functional and the def2-TZVPD basis.

Each line ends with the Mulliken charge.
Geometry (Å):
C1 0.829 -0.694 1.065  -0.5521
C2 1.773 -0.519 0.038  0.7941
C3 -0.425 0.304 -1.042  -0.6390
N1 0.542 -0.574 -0.385  -0.0837
F1 2.968 -0.934 -0.450  -0.1849
F2 2.159 1.710 0.335  -0.6846
H1 0.644 -1.722 1.520  0.2280
H2 0.815 0.000 1.943  0.2683
H3 -0.791 1.036 -0.307  0.2993
H4 0.114 0.634 -1.950  0.2885
H5 -1.280 -0.450 -1.432  0.2661

**Total charge**: 0
**M**: 93.1 g mol⁻¹
**Highest occupied orbital energy (spin up / spin down)**: -10.07 / -10.07 eV
**LUMO energy (spin up / spin down)**: -0.4790 / -0.4789 eV

***

--- Q ---
This record from OMol25 describes the molecule C3H5F2N. The level of theory is the ωB97M-V functional and the def2-TZVPD basis.

Each line ends with the Mulliken charge.
Geometry (Å):
N1 -1.114 -1.761 0.368  -0.6462
C1 -0.771 -0.489 -0.162  -0.0245
C2 0.708 -0.285 -0.411  -0.1119
F1 1.026 0.691 -1.358  -0.2929
C3 0.135 0.261 0.834  -0.1916
F2 0.059 1.638 0.827  -0.2988
H1 -2.089 -1.955 0.147  0.2447
H2 -0.566 -2.441 -0.122  0.2227
H3 -1.461 0.146 -0.799  0.3285
H4 1.438 -1.082 -0.361  0.3674
H5 0.279 -0.222 1.771  0.4027

**Total charge**: 0
**M**: 93.1 g mol⁻¹
**Highest occupied orbital energy**: -9.43 eV
**LUMO energy**: 1.0299 eV
**Structure (SMILES)**: N[C@@H]1[C@@H](F)[C@H]1F

***

Here are the energies relative to the best structure, in hartree: P 0.1186; Q 0.0000.